DFT (wB97M-V/def2-TZVPD) results for a cluster of 9 separate species, C11H38O9 in total in a non-equilibrium geometry.

The geometry in XYZ format:
```
58
Properties=species:S:1:pos:R:3:nbo_charge:R:1
H 3.24 -1.51 -2.87 0.234
O -0.97 -5.70 1.09 -0.723
H -2.90 1.70 -1.56 0.507
H -1.90 3.70 3.26 0.477
O 0.06 -1.06 0.01 -0.770
H 0.71 2.14 3.08 0.186
H 0.75 -4.57 1.08 0.164
H 5.34 1.04 0.04 0.174
O -1.69 3.07 2.56 -0.745
H -4.28 -2.50 -0.61 0.158
C 3.61 -1.34 -1.86 -0.723
C 2.79 -3.52 -0.80 -0.739
H -1.90 5.06 -0.73 0.168
H 4.54 -0.77 -1.94 0.230
H -2.63 1.39 1.82 0.198
H -5.13 1.81 -2.26 0.169
C 1.73 2.18 2.71 -0.264
C -1.52 4.08 -1.03 -0.249
H -4.82 0.40 -3.19 0.180
H 2.94 -0.72 -1.27 0.225
H 3.00 -4.11 0.10 0.233
H -2.81 1.63 3.54 0.178
H 4.69 2.59 -0.62 0.176
O 4.60 2.31 1.44 -0.751
C -4.35 1.32 -2.84 -0.248
O -2.15 3.02 -0.33 -0.772
O 2.57 1.11 3.18 -0.754
H -3.76 2.64 2.39 0.178
C -2.81 2.15 2.58 -0.273
H -0.69 -3.70 1.78 0.170
H -3.99 1.93 -3.67 0.171
H -2.81 -0.91 -1.53 0.508
H 4.06 1.78 2.02 0.488
H -0.65 -1.44 -0.54 0.501
C 3.94 -2.63 -1.14 0.594
H -1.94 3.08 0.61 0.502
H 0.28 0.33 -1.53 0.165
H 2.66 -4.29 -1.56 0.243
O -3.25 0.92 -2.02 -0.775
H 2.23 3.12 2.96 0.188
H 1.29 0.57 -0.13 0.161
H -3.83 -2.82 -2.25 0.161
C -3.40 -2.72 -1.24 -0.248
C 4.55 1.80 0.11 -0.244
H -0.46 0.94 0.00 0.163
H -3.02 -3.68 -0.89 0.190
H 3.55 1.39 -0.06 0.153
O -2.40 -1.73 -1.19 -0.767
H 1.86 -2.99 -0.62 0.238
H -0.55 -3.94 0.09 0.180
H -0.43 4.04 -0.93 0.174
H 1.67 2.10 1.62 0.167
O 5.08 -2.97 -1.00 -0.541
C -0.33 -4.43 1.04 -0.254
H -0.92 -6.02 1.99 0.463
H -1.79 4.00 -2.08 0.179
H 2.02 0.46 3.62 0.481
C 0.29 0.27 -0.43 -0.234
```

The energy relative to the best compared isomer or geometry (same formula, charge and spin) is 215.05 kJ/mol. Its highest occupied orbital energy is -9.27 eV. The gap between HOMO and LUMO comes out at 9.5 eV. The value obtained for the LUMO energy is 0.2440 eV. As for the structure (SMILES): CC(C)=O.CO.CO.CO.CO.CO.CO.CO.CO. Its net charge is 0. The total energy is -30447.41337 eV.

DFT (wB97M-V/def2-TZVPD) results for a cluster of 8 separate species, C11H39N15O8 in total in a non-equilibrium geometry.

The geometry in XYZ format:
```
73
Properties=species:S:1:pos:R:3:lowdin_spin:R:1
C -0.03 -0.19 -4.95 0.000
O -3.37 -0.33 -3.68 0.012
N -4.77 -2.58 -2.77 0.053
N -3.07 -2.06 -1.77 0.040
N 1.97 -1.50 3.56 0.000
N -5.01 1.04 -4.27 0.001
N 0.30 -0.20 -6.26 0.000
H -0.56 1.57 1.31 0.000
C -4.08 -2.80 -1.69 0.092
H 2.22 1.71 2.56 0.000
C -3.86 0.78 -3.64 0.001
H 0.56 0.34 0.83 0.000
H -5.34 2.00 -4.26 0.000
N -0.37 -0.47 -1.03 0.000
C 2.45 1.97 3.60 0.000
H 4.73 0.32 8.63 0.000
N -0.20 0.95 0.60 0.000
O -0.50 5.94 -2.59 0.000
H -4.00 2.58 -2.91 0.000
H 0.56 -1.12 -6.60 0.000
H 0.04 0.62 -6.78 0.000
H 3.76 1.72 8.75 0.000
H 1.49 2.34 3.96 0.000
H 4.48 -0.71 5.29 0.000
N 4.90 -0.49 6.18 0.000
O 0.97 -4.18 -0.10 0.000
H -0.69 1.62 -5.37 0.000
O 0.03 -1.15 -4.21 0.000
N 1.07 -3.25 -2.08 0.001
O 3.07 0.90 4.34 0.000
H -0.85 -0.82 -1.85 0.000
H -5.55 0.33 -4.74 0.000
N -1.37 3.99 -3.24 0.000
H 0.47 -0.92 -0.69 0.000
H -1.54 3.02 -3.03 0.000
H 1.17 -3.46 1.43 0.000
C 0.56 -4.04 -1.15 0.000
H -5.69 -2.99 -2.84 0.000
H 0.60 -3.05 -2.95 0.000
N -0.61 -4.45 -1.50 0.004
C 4.30 1.11 8.02 0.000
H 4.52 2.06 5.33 0.000
H -2.65 1.55 -2.34 0.000
H 5.09 1.73 7.58 0.000
C -0.81 4.78 -2.36 0.000
H 3.06 2.88 3.56 0.000
H -1.05 0.87 -3.81 0.000
H 1.87 -2.71 -1.78 0.000
H 1.88 -2.21 4.28 0.000
H -2.26 -2.01 -1.17 0.000
C 3.87 0.45 6.68 0.000
H 2.97 2.27 6.01 0.000
C 3.61 1.51 5.56 0.000
N 1.40 -2.91 2.25 0.000
H -1.07 4.96 -0.37 0.000
N -1.00 4.28 -1.11 0.000
H 2.25 -0.55 3.79 0.000
C 1.89 -1.74 2.30 0.000
O -4.19 -3.65 -0.84 0.786
H -1.58 4.35 -4.16 0.000
H -4.47 -1.68 -3.11 0.003
O -1.41 1.41 -1.26 0.000
H 4.69 -1.35 6.67 0.000
H -2.99 -1.37 -2.51 0.006
N -3.39 1.78 -2.99 0.000
O 2.29 -1.01 1.40 0.000
H 2.98 -0.19 6.71 0.000
C -0.71 0.72 -0.64 0.000
H 0.97 -3.25 3.10 0.000
H -1.12 -5.01 -0.83 0.000
N -0.50 0.93 -4.66 0.000
H -1.33 3.33 -0.98 0.000
H -0.98 -4.36 -2.43 0.000
```

The energy relative to the best compared isomer or geometry (same formula, charge and spin) is 230.36 kJ/mol. Its highest occupied orbital energy (alpha / beta) is -11.11 / -11.11 eV. The gap between HOMO and LUMO (alpha / beta) comes out at 8.4 / 2.6 eV. The value obtained for the LUMO energy (alpha / beta) is -2.6913 / -8.5564 eV. Its net charge is +1. The total energy is -50764.47330 eV. As for the spin multiplicity: 2.

DFT (wB97M-V/def2-TZVPD) results for a structure of composition C11H40HfN20O13 in a non-equilibrium geometry.

The geometry in XYZ format:
```
85
Properties=species:S:1:pos:R:3:lowdin_charge:R:1
H -14.71 -20.14 -23.68 0.118
H -13.05 -20.46 -23.71 0.134
H -13.51 -17.56 -18.20 0.073
N -12.33 -18.31 -23.50 0.247
N -11.68 -15.30 -22.72 0.172
H -16.97 -21.60 -21.40 0.145
C -11.73 -14.90 -18.44 -0.731
H -11.66 -19.05 -23.32 0.159
O -19.21 -17.22 -16.63 0.103
H -12.00 -17.39 -23.72 0.097
O -14.90 -15.94 -21.56 -0.075
H -19.11 -18.29 -18.83 0.125
H -19.22 -11.87 -21.73 0.143
H -13.59 -15.09 -18.02 0.058
H -20.38 -16.64 -20.77 0.122
C -16.77 -19.62 -21.48 -0.680
H -15.39 -14.40 -18.45 0.046
C -14.62 -18.51 -16.94 -0.773
C -17.56 -13.15 -22.39 -0.586
C -15.50 -16.09 -20.48 -1.005
O -15.06 -15.85 -19.43 0.021
N -12.75 -14.64 -17.69 0.181
H -14.08 -13.80 -19.74 0.073
O -14.49 -17.72 -23.50 -0.078
N -9.79 -16.01 -23.57 0.164
H -12.31 -14.97 -22.00 0.092
H -21.34 -18.21 -23.51 0.144
Hf -16.54 -16.50 -23.17 2.206
H -12.67 -17.89 -16.72 0.142
N -20.49 -17.67 -23.64 0.211
H -10.20 -16.08 -24.49 0.099
O -9.95 -15.62 -21.41 0.115
N -15.82 -13.50 -18.29 0.175
H -16.50 -18.20 -17.62 0.092
H -16.49 -18.63 -19.79 0.070
C -15.53 -12.50 -19.03 -0.794
H -16.83 -20.32 -19.59 0.150
C -18.48 -16.88 -17.51 -0.779
O -17.38 -14.33 -22.80 -0.113
H -11.23 -15.91 -20.05 0.055
H -14.16 -12.27 -20.43 0.109
N -13.78 -19.81 -23.45 0.198
H -21.81 -16.84 -21.75 0.147
H -17.51 -20.67 -22.79 0.125
C -10.46 -15.62 -22.47 -0.785
N -17.34 -20.75 -21.79 0.204
N -20.81 -16.96 -21.63 0.230
N -16.60 -19.55 -20.20 0.237
N -14.32 -13.28 -25.51 0.221
N -13.59 -13.22 -23.47 0.204
N -13.50 -17.98 -17.28 0.187
H -20.21 -17.64 -24.61 0.143
H -14.65 -13.73 -26.36 0.145
H -19.44 -13.48 -21.84 0.119
O -16.63 -18.66 -22.24 -0.101
C -13.56 -18.52 -23.55 -0.709
H -13.81 -12.41 -25.49 0.132
N -15.51 -18.12 -17.79 0.144
H -13.20 -12.33 -23.76 0.143
O -14.89 -18.90 -15.83 0.064
H -16.74 -13.54 -17.86 0.116
N -16.62 -12.21 -22.36 0.241
O -14.92 -14.89 -24.08 -0.075
O -15.92 -11.35 -18.88 0.045
H -12.94 -16.05 -19.75 0.053
C -14.34 -13.86 -24.34 -0.723
H -17.01 -11.32 -22.10 0.145
H -17.00 -15.88 -18.37 0.056
H -12.68 -13.87 -17.04 0.142
H -12.01 -15.34 -23.67 0.100
N -14.56 -12.91 -19.77 0.166
H -17.97 -17.12 -19.43 0.054
H -17.02 -15.78 -16.63 0.141
C -19.94 -17.16 -22.61 -0.673
O -10.59 -14.54 -18.15 0.049
H -8.93 -16.53 -23.48 0.125
H -15.26 -17.34 -18.39 0.051
N -18.48 -17.52 -18.66 0.141
N -12.02 -15.78 -19.43 0.161
H -15.77 -12.46 -22.85 0.093
O -16.62 -16.43 -20.83 -0.083
O -18.75 -16.86 -22.63 -0.094
H -13.48 -13.53 -22.52 0.106
N -17.49 -16.00 -17.50 0.174
N -18.77 -12.74 -22.01 0.210
```

The energy relative to the best compared isomer or geometry (same formula, charge and spin) is 159.62 kJ/mol. Its highest occupied orbital energy is -12.68 eV. The gap between HOMO and LUMO comes out at 4.8 eV. The value obtained for the LUMO energy is -7.8845 eV. Its net charge is +2. The total energy is -69775.68956 eV.